Density functional theory data (ωB97M-V/def2-TZVPD) for an isolated molecule of C19H28N2O4S.

The calculation puts the highest occupied orbital energy at -0.331 hartree. Its total charge is 0. The frontier orbital gap comes out at 9.5 eV.

XYZ file:
```
54
Properties=species:S:1:pos:R:3:lowdin_charge:R:1
C 5.00 3.64 0.44 -0.0480
C 4.62 2.22 0.18 -0.2695
C 4.15 1.83 -1.08 -0.0287
C 3.81 0.51 -1.33 -0.0682
C 3.93 -0.42 -0.32 -0.2731
S 3.46 -2.13 -0.63 0.6712
O 4.21 -2.96 0.27 -0.2789
O 3.55 -2.36 -2.04 -0.2845
N 1.87 -2.30 -0.22 -0.2289
C 1.50 -2.26 1.18 -0.1746
C 1.04 -0.88 1.63 -0.1111
C -0.05 -0.31 0.71 -0.2141
C -1.37 -1.06 0.89 -0.4179
O -1.44 -2.13 1.48 0.0656
N -2.49 -0.49 0.38 -0.0260
C -2.62 0.79 -0.27 -0.1061
C -4.03 1.35 -0.04 -0.3718
C -4.18 2.73 -0.66 -0.0281
O -5.01 0.51 -0.61 -0.0773
C -4.69 -0.87 -0.62 -0.3658
C -6.00 -1.65 -0.51 -0.0282
C -3.74 -1.23 0.52 -0.0912
C 0.43 -0.36 -0.75 -0.1080
C 0.87 -1.78 -1.11 -0.1688
C 4.40 -0.06 0.93 -0.0655
C 4.74 1.26 1.18 -0.0282
H 4.49 4.32 -0.23 0.0770
H 6.08 3.76 0.29 0.0881
H 4.78 3.92 1.47 0.0790
H 4.07 2.57 -1.86 0.1147
H 3.48 0.19 -2.30 0.1168
H 2.37 -2.59 1.74 0.1160
H 0.69 -2.98 1.33 0.1225
H 0.65 -0.96 2.65 0.1251
H 1.88 -0.18 1.63 0.1026
H -0.22 0.74 0.99 0.1361
H -2.46 0.70 -1.36 0.1336
H -1.89 1.50 0.13 0.1283
H -4.19 1.43 1.05 0.1548
H -3.96 2.69 -1.73 0.0851
H -3.51 3.44 -0.18 0.0814
H -5.21 3.07 -0.54 0.0833
H -4.21 -1.12 -1.58 0.1536
H -5.81 -2.72 -0.61 0.0833
H -6.68 -1.33 -1.29 0.0820
H -6.47 -1.46 0.46 0.0851
H -3.50 -2.30 0.50 0.1344
H -4.21 -1.01 1.48 0.1447
H -0.34 -0.04 -1.43 0.1061
H 1.29 0.31 -0.85 0.1051
H 1.29 -1.82 -2.12 0.1162
H 0.00 -2.45 -1.07 0.1370
H 4.51 -0.82 1.69 0.1173
H 5.11 1.55 2.15 0.1164
```

Density functional theory data (ωB97M-V/def2-TZVPD) for a structure of composition C29H46P2Sc.

The calculation puts the highest occupied orbital energy at -0.261 hartree. Its total charge is +1. The frontier orbital gap comes out at 4.7 eV.

XYZ file:
```
78
Properties=species:S:1:pos:R:3:lowdin_charge:R:1
Sc 1.19 -0.56 1.08 0.8689
C -0.75 -0.95 2.50 -0.2846
C -0.49 -2.13 1.73 -0.2823
C 1.30 -1.80 3.16 -0.2801
C 0.34 -0.76 3.40 -0.2627
C 0.82 -2.61 2.09 -0.3251
C -2.03 -0.19 2.62 -0.0341
H -2.77 -0.52 1.90 0.0686
H -1.86 0.89 2.47 0.0956
H -2.45 -0.31 3.63 0.0987
C 0.34 0.21 4.52 -0.0100
H -0.70 0.37 4.85 0.0831
H 0.75 1.20 4.25 0.0845
H 0.94 -0.19 5.36 0.0858
C 2.45 -2.14 4.03 -0.0204
H 2.33 -1.71 5.03 0.0861
H 3.39 -1.75 3.61 0.0765
H 2.55 -3.22 4.12 0.0887
C 1.46 -3.85 1.59 -0.0333
H 1.59 -4.56 2.43 0.0943
H 2.46 -3.65 1.18 0.0815
H 0.85 -4.33 0.82 0.0830
C -1.47 -2.92 0.96 -0.0384
H -1.54 -3.96 1.34 0.1001
H -1.17 -2.98 -0.10 0.0605
H -2.48 -2.47 1.02 0.0799
C -2.80 2.13 -0.32 -0.0794
C -3.79 1.24 -0.50 -0.0846
C -3.69 -0.05 -1.28 -0.1705
C -3.22 0.20 -2.73 -0.1726
C -1.75 -0.15 -2.94 -0.3881
C -0.95 -0.55 -1.66 -0.4187
C -0.87 0.50 -0.49 -0.2189
C -1.42 1.88 -0.85 -0.1915
H -4.68 -0.53 -1.33 0.1238
H -3.48 1.20 -3.09 0.1216
H -3.03 -0.77 -0.77 0.0936
H -1.47 1.96 -1.93 0.0236
H -3.00 3.12 0.10 0.1152
H -4.78 1.38 -0.05 0.1089
H -0.73 2.67 -0.54 0.1108
H -1.43 0.11 0.36 0.0728
H -1.30 -1.55 -1.32 0.0876
H 0.20 0.70 -0.14 0.0395
H -3.80 -0.48 -3.36 0.1157
H -1.72 -1.08 -3.55 0.1148
P -0.60 1.05 -3.76 0.9561
C -0.65 2.88 -3.82 -0.1523
C -0.93 0.42 -5.43 -0.1721
P 0.92 -0.77 -1.99 0.7293
C 1.06 0.62 -3.17 -0.3357
C 0.99 -2.18 -3.14 -0.1912
C 2.45 -0.80 -1.02 -0.3311
H 0.31 3.31 -3.48 0.0728
H -1.46 3.36 -3.25 0.0669
H -0.79 3.18 -4.87 0.0660
H -0.43 1.02 -6.19 0.0612
H -2.01 0.43 -5.62 0.0771
H -0.58 -0.61 -5.50 0.0623
H 3.28 -0.80 -1.75 0.0614
H 2.59 -1.72 -0.41 0.0613
H 2.62 0.13 -0.41 0.0299
H 1.56 1.51 -2.75 0.0815
H 1.60 0.30 -4.08 0.0771
H 1.59 -2.98 -2.68 0.0593
H 1.48 -1.86 -4.08 0.0483
H -0.01 -2.57 -3.37 0.0548
C 3.00 3.62 3.09 -0.0916
C 3.43 2.37 3.56 -0.0802
C 3.05 1.19 2.87 -0.1387
C 2.26 1.30 1.72 -0.2475
C 1.85 2.53 1.23 -0.1495
C 2.21 3.71 1.92 -0.0875
H 3.29 4.53 3.62 0.1037
H 4.08 2.29 4.44 0.1080
H 3.37 0.22 3.27 0.0737
H 1.25 2.59 0.31 0.0611
H 1.87 4.67 1.54 0.0972
```

Density functional theory data (ωB97M-V/def2-TZVPD) for a structure of composition C29H29CdCl3N9O3S.

The calculation puts the highest occupied orbital energy at -0.371 hartree. Its total charge is +1. The frontier orbital gap comes out at 6.7 eV.

XYZ file:
```
75
Properties=species:S:1:pos:R:3:lowdin_charge:R:1
Cd 0.46 0.33 -0.19 1.3565
N 2.03 -1.40 3.91 0.1452
C 1.76 -0.60 2.88 -0.0940
N 0.87 -0.87 1.96 0.0706
C 0.08 -1.99 2.11 -0.2888
N -0.99 -2.17 1.40 0.0492
N -1.22 -1.14 0.51 -0.0484
C -2.43 -0.82 0.31 -0.1020
C -2.75 0.30 -0.59 -0.2797
C -4.06 0.52 -1.00 -0.0026
C -4.32 1.59 -1.85 -0.0261
C -3.26 2.39 -2.24 -0.0257
C -1.99 2.10 -1.78 -0.1238
N -1.73 1.08 -0.97 0.0381
C 0.43 -2.97 3.13 -0.0775
C -0.23 -4.21 3.26 -0.0202
C 0.12 -5.08 4.26 -0.0490
C 1.12 -4.72 5.18 -0.0466
C 1.77 -3.51 5.08 0.0024
C 1.41 -2.64 4.05 -0.1637
H 2.70 -1.09 4.60 0.1701
H 2.32 0.34 2.82 0.1203
H -3.24 -1.37 0.80 0.0918
H -4.85 -0.13 -0.66 0.1256
H -5.32 1.78 -2.19 0.1209
H -3.42 3.24 -2.89 0.1167
H -1.14 2.71 -2.06 0.1144
H -1.02 -4.45 2.57 0.0885
H -0.38 -6.03 4.36 0.1144
H 1.39 -5.41 5.97 0.1171
H 2.54 -3.23 5.79 0.1228
N 2.30 1.42 -1.12 -0.0821
C 3.05 1.98 0.02 -0.1690
C 2.16 2.19 1.26 -0.7315
O 2.75 2.38 2.32 -0.0030
O 0.90 2.09 1.08 -0.1731
H 2.90 0.86 -1.71 0.0612
H 1.93 2.16 -1.71 0.0727
H 3.54 2.93 -0.22 0.1238
H 3.85 1.29 0.29 0.1168
Cl 3.57 -3.95 -1.15 0.8197
C -2.71 -4.13 0.16 -0.7851
Cl -4.16 -3.80 1.00 0.6767
Cl -1.00 -4.98 -0.08 0.7197
C 2.59 -2.68 -0.89 -0.7962
N 1.93 -1.76 -0.71 0.0591
C 0.38 -5.22 -1.02 -0.3800
C -2.18 -3.76 -1.01 -0.2939
C -2.41 -2.73 -2.06 -0.1483
N -1.17 -2.07 -2.37 0.0249
C -0.91 -1.23 -3.37 -0.8745
S 0.42 -0.22 -3.29 0.6034
N -1.78 -1.17 -4.44 0.1190
C -2.45 -2.19 -5.15 -0.4032
O -3.39 -1.89 -5.84 0.1300
C -1.91 -3.58 -5.07 -0.1738
C -2.81 -4.62 -5.29 -0.0139
C -2.36 -5.93 -5.24 -0.0551
C -1.02 -6.20 -5.00 -0.0615
C -0.12 -5.16 -4.81 -0.0723
C -0.56 -3.85 -4.83 -0.0295
H -0.50 -5.83 0.90 0.0625
H 0.81 -6.19 -0.82 -0.0003
H 0.11 -4.79 -1.98 -0.0241
H -0.52 -3.92 0.56 0.0086
H -1.78 -6.04 -0.49 0.0643
H -3.11 -2.01 -1.62 0.1043
H -2.89 -3.15 -2.94 0.1124
H -0.42 -2.15 -1.69 0.0704
H -1.78 -0.28 -4.92 0.1382
H -3.84 -4.39 -5.50 0.1260
H -3.05 -6.75 -5.41 0.1111
H -0.67 -7.22 -4.98 0.1107
H 0.93 -5.37 -4.65 0.1108
H 0.15 -3.04 -4.71 0.1076
```

Density functional theory data (ωB97M-V/def2-TZVPD) for a structure of composition C20H30AlAsF6N3Sb.

The calculation puts the highest occupied orbital energy (spin up / spin down) at -0.653 / -0.653 hartree. As for the expectation value of S²: 0.753. Its total charge is +3. As for the spin multiplicity: 2. The frontier orbital gap (spin up / spin down) comes out at 6.8 / 5.0 eV.

XYZ file:
```
62
Properties=species:S:1:pos:R:3:lowdin_charge:R:1
Al 1.01 -1.46 0.01 0.0793
C 1.51 1.50 4.71 0.0035
C 1.91 1.61 3.38 -0.0284
C 1.61 0.60 2.50 -0.0403
C 0.90 -0.53 2.94 -0.2336
C 0.49 -0.64 4.27 0.0274
C 0.80 0.38 5.15 -0.0088
N 0.63 -1.52 1.98 0.0217
N 0.03 -2.56 2.36 0.1857
C -0.23 -3.49 1.33 -0.2537
C -0.80 -4.69 1.65 0.0768
C -1.01 -5.61 0.62 0.0504
C -0.63 -5.28 -0.68 0.0296
C -0.06 -4.05 -0.92 -0.0206
N 0.13 -3.16 0.07 0.0737
H 1.75 2.28 5.41 0.1345
H 2.48 2.47 3.06 0.1266
H 1.98 0.65 1.48 0.0714
H -0.05 -1.51 4.60 0.1274
H 0.49 0.30 6.18 0.1338
H -1.06 -4.90 2.67 0.1487
H -1.45 -6.57 0.83 0.1468
H -0.76 -5.98 -1.49 0.1419
H 0.27 -3.76 -1.91 0.1368
C 1.55 3.09 -0.49 -0.1156
C 0.06 2.88 -0.39 -0.4927
C -0.75 3.85 -1.24 -0.0987
Sb -0.53 0.77 -0.71 1.6937
C -2.59 0.51 -0.11 -0.5395
C -3.43 1.78 -0.19 -0.1135
C -2.51 -0.05 1.31 -0.1321
C -0.56 0.72 -3.25 -0.2741
C -1.90 1.28 -3.58 -0.0674
C 0.67 1.39 -3.71 -0.0634
H 1.77 4.11 -0.18 0.1135
H 1.90 2.99 -1.52 0.0797
H 2.15 2.42 0.13 0.0567
H -0.27 2.93 0.66 0.1010
H -0.42 3.83 -2.28 0.0743
H -0.55 4.86 -0.87 0.1151
H -1.82 3.70 -1.19 0.0610
H -2.98 -0.25 -0.78 0.0958
H -3.07 2.55 0.49 0.0915
H -4.45 1.53 0.13 0.1082
H -3.50 2.19 -1.19 0.0693
H -2.03 0.64 2.01 0.0894
H -2.00 -1.02 1.36 0.0455
H -3.53 -0.21 1.67 0.1111
H -0.50 -0.37 -3.16 0.0991
H -1.96 2.36 -3.45 0.0980
H -2.73 0.77 -3.10 0.0885
H -2.02 1.10 -4.66 0.1474
H 0.61 2.48 -3.70 0.0962
H 0.76 1.10 -4.78 0.1482
H 1.58 1.04 -3.23 0.0690
F 1.55 -1.59 -1.73 -0.2053
As 3.53 -1.28 -1.58 0.9420
F 2.77 -1.30 0.24 -0.1202
F 3.56 -2.94 -1.38 -0.1185
F 3.64 -1.27 -3.24 -0.1072
F 5.05 -0.95 -1.02 -0.0875
F 2.98 0.32 -1.49 -0.1892
```

Density functional theory data (ωB97M-V/def2-TZVPD) for a structure of composition C45H47As2IrN2O13Si.

The calculation puts the highest occupied orbital energy (spin up / spin down) at -0.308 / -0.400 hartree. As for the expectation value of S²: 8.860. Its total charge is +1. As for the spin multiplicity: 6. The frontier orbital gap (spin up / spin down) comes out at 5.6 / 6.6 eV.

XYZ file:
```
111
Properties=species:S:1:pos:R:3:lowdin_charge:R:1
Ir 1.09 0.33 0.11 1.0678
O -0.22 -0.04 2.34 -0.0674
C -0.74 -0.59 3.52 -0.1775
C 1.26 1.45 5.30 -0.4113
O 0.80 1.26 6.34 0.2180
O 1.72 1.63 4.25 0.1965
C -0.04 -1.70 4.06 -0.1659
C -0.13 -2.01 5.44 -0.0317
C 0.51 -3.13 5.91 -0.0644
C 1.27 -3.93 5.06 -0.0840
C 1.39 -3.60 3.75 -0.0848
C 0.74 -2.50 3.21 -0.0238
C -1.89 0.13 4.06 -0.1584
C -2.76 -0.44 4.97 -0.0361
C -3.82 0.26 5.53 -0.0628
C -4.09 1.54 5.10 -0.0844
C -3.22 2.16 4.21 -0.0693
C -2.10 1.49 3.71 -0.0227
H -0.97 0.40 1.91 0.0399
H -0.71 -1.39 6.13 0.1147
H 0.38 -3.38 6.93 0.0972
H 1.77 -4.79 5.47 0.1063
H 2.02 -4.22 3.13 0.1066
H 0.88 -2.29 2.16 0.0749
H -2.58 -1.47 5.24 0.1103
H -4.45 -0.23 6.25 0.1070
H -4.95 2.05 5.50 0.1031
H -3.39 3.19 3.96 0.1031
H -1.44 2.05 3.06 0.1065
C 3.34 3.79 -1.11 -0.1330
Si 2.54 3.32 0.52 0.4554
C 0.74 3.85 0.42 -0.1487
C 3.27 4.12 1.99 -0.1514
N 2.65 1.53 0.81 -0.1165
C 3.78 0.86 1.14 -0.3484
C 5.10 1.41 0.92 -0.0163
C 6.21 0.66 1.13 -0.0476
C 6.09 -0.63 1.68 -0.0410
C 4.86 -1.20 1.93 -0.0513
C 3.71 -0.46 1.67 -0.0080
H 3.73 4.78 -0.97 0.0372
H 2.54 3.74 -1.88 0.0461
H 4.14 3.17 -1.43 0.0205
H 0.82 4.94 0.32 0.0472
H 0.13 3.62 1.26 0.0195
H 0.25 3.54 -0.50 0.0225
H 3.18 5.20 1.86 0.0433
H 4.32 3.92 2.13 0.0321
H 2.72 3.78 2.88 0.0355
H 5.13 2.40 0.47 0.0967
H 7.16 1.08 0.87 0.1091
H 7.01 -1.18 1.86 0.1143
H 4.78 -2.17 2.37 0.1071
H 2.74 -0.91 1.87 0.0774
C -2.01 0.71 -5.91 0.0071
O -1.80 1.07 -4.51 -0.0208
C -1.55 0.03 -3.72 -0.4935
O -1.66 -1.14 -4.02 0.0936
C -1.19 0.48 -2.32 -0.4265
C -2.33 0.69 -1.45 -0.2666
As -3.92 -0.38 -1.12 1.3429
C -4.55 -0.63 -2.94 -0.2757
C -2.94 -2.03 -0.80 -0.2688
C -1.61 -2.25 -0.94 -0.2321
As -0.19 -1.07 -1.42 1.3045
C 0.96 -2.03 -2.66 -0.1750
C -0.98 -3.55 -0.62 -0.6181
O -0.13 -3.66 0.22 0.1160
O -1.34 -4.48 -1.45 0.0019
C -0.77 -5.78 -1.26 0.0070
C -3.72 -3.19 -0.37 -0.5393
O -3.35 -3.99 0.47 0.1412
O -4.88 -3.27 -1.03 -0.0561
C -5.57 -4.56 -0.91 0.0096
C -2.06 1.60 -0.35 -0.5270
O -1.16 1.39 0.46 -0.0329
O -2.82 2.66 -0.14 0.0116
C -3.80 3.04 -1.12 -0.0213
H -2.64 1.50 -6.35 0.1132
H -2.51 -0.26 -5.94 0.0906
H -1.05 0.59 -6.39 0.0962
H -4.60 0.34 -3.43 0.0357
H -5.56 -1.09 -2.91 0.0481
H -3.86 -1.22 -3.51 0.0141
H 0.37 -2.67 -3.36 0.0665
H 1.64 -2.62 -2.05 0.0480
H 1.57 -1.31 -3.15 0.0243
H -0.99 -6.37 -2.15 0.1077
H -1.23 -6.25 -0.41 0.1064
H 0.26 -5.70 -1.09 0.0795
H -6.25 -4.63 -1.76 0.1011
H -6.16 -4.55 -0.01 0.0953
H -4.86 -5.38 -0.87 0.0947
H -4.06 4.04 -0.87 0.0944
H -4.70 2.38 -1.06 0.0829
H -3.37 3.03 -2.13 0.1051
O -0.45 1.70 -2.32 0.0021
C 0.87 1.51 -2.60 -0.3197
N 1.70 0.90 -1.71 -0.0928
C 2.99 0.79 -2.28 -0.4512
O 3.94 0.27 -1.71 0.0627
C 2.87 1.34 -3.65 -0.0835
C 3.77 1.42 -4.72 0.0102
C 3.30 1.95 -5.91 -0.0657
C 1.98 2.40 -6.05 -0.0810
C 1.06 2.31 -5.06 -0.0107
C 1.53 1.80 -3.83 -0.0953
H 4.77 1.06 -4.67 0.1117
H 3.95 2.10 -6.75 0.1036
H 1.79 2.90 -6.98 0.1048
H 0.04 2.66 -5.18 0.1097
```

Density functional theory data (ωB97M-V/def2-TZVPD) for a structure of composition CH21CdO13.

The calculation puts the highest occupied orbital energy at -0.428 hartree. Its total charge is +1. The frontier orbital gap comes out at 6.3 eV.

XYZ file:
```
36
Properties=species:S:1:pos:R:3:lowdin_charge:R:1
Cd -10.97 -10.02 -18.16 1.5515
C -9.79 -11.77 -19.57 -0.7622
O -10.26 -10.78 -20.11 -0.0433
O -9.09 -12.78 -20.14 0.1684
O -9.86 -11.84 -18.33 -0.1376
H -9.14 -12.74 -21.09 0.1519
O -6.81 -10.19 -18.28 -0.0482
H -7.16 -10.85 -17.66 0.0037
H -6.04 -9.74 -17.84 0.0936
O -8.41 -15.68 -18.36 -0.0781
H -7.92 -14.87 -18.50 -0.0399
H -9.28 -15.26 -18.27 -0.0267
O -8.61 -9.18 -21.68 -0.0387
H -7.80 -9.71 -21.57 0.0564
H -9.27 -9.75 -21.37 -0.0576
O -7.92 -12.22 -16.57 -0.0369
H -7.99 -11.64 -15.81 0.0527
H -8.68 -11.95 -17.07 -0.0307
O -10.69 -14.30 -17.54 -0.0173
H -10.84 -14.41 -16.60 0.0595
H -10.50 -13.39 -17.67 -0.0452
O -12.97 -10.95 -18.85 -0.0433
H -13.19 -11.84 -18.58 0.0757
H -13.44 -10.78 -19.65 0.0750
O -11.86 -11.54 -16.36 -0.0431
H -12.76 -11.36 -16.40 0.0043
H -11.74 -11.83 -15.45 0.0965
O -9.12 -8.66 -18.68 -0.0314
H -8.28 -9.00 -18.53 -0.0345
H -8.92 -7.74 -18.67 0.0729
O -6.78 -13.58 -18.72 -0.0161
H -6.88 -13.23 -17.86 0.0003
H -7.51 -13.19 -19.20 0.0035
O -9.40 -9.94 -16.09 -0.0591
H -9.10 -9.04 -16.13 0.0570
H -9.58 -10.01 -15.17 0.0666
```

| no. | strongest force on any atom (eV/Å) |
| --- | --- |
| 1 | 1.15 |
| 2 | 4.88 |
| 3 | 1.53 |
| 4 | 0.52 |
| 5 | 1.76 |
| 6 | 4.57 |